[1]
Here is a cluster of 2 separate species, C3H9NO3S in total from the OMol25 dataset. Energies are from ωB97M-V with the def2-TZVPD basis set.

Summary:
ΔE to the lowest compared entry with this formula, charge and spin ... 3.040 eV
Frontier orbital gap ... 10.12 eV

Geometry as XYZ:
```
17
Properties=species:S:1:pos:R:3:forces:R:3:nbo_charge:R:1
C -1.71873 2.05381 -0.98244 0.52 -0.58 -2.28 -0.8951
C 0.78516 -1.33794 -0.60874 -2.47 -1.66 -1.69 -0.1578
C 1.73513 -1.51560 0.51830 2.12 0.18 0.35 0.1480
N 1.70763 -0.75991 1.55947 1.06 -0.79 0.01 -0.6680
O 0.14196 1.57683 0.58775 0.55 0.30 -0.26 -0.9743
O -1.88677 0.13439 0.85089 -0.45 -0.97 0.04 -0.9854
O -0.44146 -2.08726 -0.25871 0.62 0.64 0.33 -0.7328
S -1.49175 1.52055 0.69406 0.81 0.13 0.58 1.5475
H -1.08629 2.96240 -0.97930 -0.87 -0.07 -0.41 0.2470
H -1.36718 1.39208 -1.85579 0.12 0.45 1.78 0.2468
H -2.78446 2.14721 -1.26220 0.41 0.65 0.80 0.2478
H 0.56304 -0.29759 -0.79616 -0.09 0.36 0.18 0.1977
H 1.00976 -1.79638 -1.66979 0.38 0.71 2.41 0.2024
H 2.54296 -2.27181 0.31637 -0.76 0.39 0.66 0.1652
H 0.72530 0.93923 1.08766 -1.08 -0.01 0.09 0.5436
H 2.47267 -0.98217 2.28521 -1.52 0.20 -1.60 0.3653
H -0.90699 -1.67786 0.51341 0.67 0.08 -0.99 0.5019
```
Positions in Å, forces in eV/Å.


[2]
Here is a structure of composition C43H65BrMnO2PSe from the OMol25 dataset. Energies are from ωB97M-V with the def2-TZVPD basis set.

Summary:
Spin multiplicity ... 2
Frontier orbital gap (spin up / spin down) ... 6.54 / 6.22 eV
<S²> ... 0.766
Total charge ... -1

Geometry as XYZ:
```
114
Properties=species:S:1:pos:R:3:forces:R:3:lowdin_spin:R:1
Mn 0.12837 -0.93316 -0.97151 0.34 -1.01 0.68 0.9476
C -1.84306 4.68158 1.93084 -0.23 -0.03 -0.11 0.0001
C -3.14942 4.26595 1.23494 -0.04 0.15 -0.02 0.0003
C -4.25027 4.17551 2.29646 0.15 -0.04 -0.17 0.0000
C -3.54429 5.34155 0.21243 0.02 -0.07 0.15 0.0001
C -2.91898 2.93891 0.51646 0.04 0.27 -0.03 0.0023
C -1.88343 2.82786 -0.40292 -0.03 -0.13 0.11 0.0001
C -1.55695 1.59254 -0.93076 -0.03 -0.07 0.13 0.0042
Se -0.12052 1.37697 -2.17428 2.35 0.01 1.06 0.0042
C 1.73023 1.55588 -0.96839 -1.82 0.23 -0.81 0.0027
C 1.91936 2.80653 -0.45331 0.30 0.49 0.25 0.0003
C 2.81972 2.99684 0.59991 0.09 -0.04 -0.16 -0.0002
C 3.57815 1.89499 0.99565 -0.12 0.01 -0.11 0.0007
C 3.42780 0.61601 0.46611 0.03 0.19 -0.13 -0.0005
C 2.39300 0.41396 -0.47924 -0.51 0.56 -0.52 0.0057
O 1.97672 -0.74622 -0.89664 1.46 -1.14 -0.48 0.0232
C 4.33032 -0.54392 0.88340 -0.02 -0.25 0.00 -0.0001
C 5.06414 -1.03218 -0.37596 -0.10 0.07 0.03 -0.0001
C 3.49775 -1.68724 1.48250 -0.07 0.08 -0.05 -0.0001
C 5.37960 -0.14045 1.92359 -0.18 0.07 -0.14 0.0000
C 2.93548 4.36835 1.25710 0.06 0.23 0.02 -0.0001
C 1.55056 4.80732 1.75785 0.26 -0.07 -0.09 0.0000
C 3.45057 5.39217 0.23393 -0.06 -0.08 0.12 0.0000
C 3.89122 4.37526 2.45436 -0.11 -0.09 -0.19 0.0000
C -2.25448 0.40575 -0.56979 0.96 -0.40 -0.51 -0.0009
O -1.77466 -0.74819 -0.96406 -2.21 0.04 -0.14 -0.0039
C -3.42303 0.55431 0.20982 -0.31 0.22 0.18 0.0023
C -3.69679 1.80742 0.74841 0.13 -0.29 -0.12 -0.0002
C -4.34906 -0.63781 0.44239 0.03 -0.24 -0.04 0.0003
C -5.56939 -0.30626 1.30715 0.20 0.05 -0.11 0.0000
C -4.85939 -1.09055 -0.93444 0.07 0.02 0.04 0.0001
C -3.58222 -1.78004 1.12458 0.03 0.02 -0.04 0.0002
H -1.98251 5.60702 2.49336 0.00 0.08 0.02 0.0000
H -1.52060 3.90002 2.61804 0.06 -0.05 0.05 0.0000
H -1.04918 4.83973 1.20357 -0.13 -0.01 0.06 0.0000
H -4.31134 5.11328 2.85014 0.00 0.06 0.00 0.0000
H -5.22151 3.99126 1.83703 -0.08 -0.06 0.03 0.0000
H -4.03676 3.37594 3.00468 -0.03 -0.03 0.09 0.0000
H -3.63453 6.31705 0.69383 -0.02 0.09 0.03 0.0000
H -2.79803 5.41573 -0.57605 0.05 0.05 -0.08 0.0000
H -4.50010 5.08992 -0.24710 -0.05 0.00 -0.06 0.0000
H -1.28671 3.68458 -0.68985 0.01 0.08 0.04 0.0000
H 1.34216 3.63330 -0.84941 -0.06 0.03 0.08 -0.0001
H 4.31556 2.03065 1.77008 0.03 0.02 0.08 0.0000
H 4.34596 -1.23814 -1.16607 -0.03 -0.11 -0.07 0.0000
H 5.74670 -0.25949 -0.73372 0.07 0.02 -0.02 0.0000
H 5.63614 -1.93948 -0.16809 0.03 -0.03 0.02 0.0000
H 2.72241 -2.00101 0.78893 -0.01 -0.04 0.02 -0.0001
H 4.13372 -2.54400 1.71940 0.09 0.00 0.03 0.0000
H 3.00703 -1.35099 2.39555 -0.07 -0.01 0.09 0.0000
H 6.01358 0.66581 1.55380 0.09 0.05 0.02 0.0000
H 4.90384 0.18170 2.84973 0.01 0.04 0.09 0.0000
H 6.01489 -0.99752 2.15190 0.01 -0.05 -0.02 0.0000
H 0.84236 4.88313 0.93515 0.10 0.01 -0.01 0.0000
H 1.16218 4.07907 2.46867 -0.07 0.00 0.02 0.0000
H 1.60715 5.77907 2.25275 0.00 0.07 0.01 0.0000
H 2.79801 5.43627 -0.63618 -0.04 0.03 -0.08 0.0000
H 3.49433 6.38568 0.68487 0.01 0.08 -0.01 0.0000
H 4.44969 5.11826 -0.10515 0.06 0.00 -0.04 0.0000
H 3.54629 3.69121 3.22882 0.03 -0.06 0.09 0.0000
H 4.89817 4.08765 2.15332 0.09 -0.02 0.03 0.0000
H 3.94139 5.37910 2.87962 -0.03 0.03 0.01 0.0000
H -4.55257 1.89735 1.39671 -0.07 0.02 0.08 -0.0001
H -6.20542 0.43412 0.82099 -0.07 0.09 0.04 0.0000
H -6.15777 -1.21279 1.45825 -0.02 -0.03 -0.03 0.0000
H -5.27433 0.06542 2.28807 -0.01 0.03 0.08 0.0000
H -5.44321 -0.29399 -1.39876 -0.06 0.03 -0.02 0.0000
H -4.01481 -1.31327 -1.58084 0.03 -0.08 -0.05 0.0000
H -5.48892 -1.97869 -0.84913 -0.04 -0.07 0.04 0.0000
H -3.25305 -1.46472 2.11572 0.04 -0.03 0.05 0.0000
H -4.21726 -2.66400 1.23016 -0.11 0.00 0.02 0.0000
H -2.70191 -2.04499 0.54353 0.01 0.01 0.05 0.0000
Br 0.25990 0.57346 5.70299 -0.04 0.01 -0.10 0.0003
C 0.11246 0.07116 3.85544 0.00 -0.01 0.24 0.0010
C 0.28920 1.01592 2.86816 0.00 0.12 0.01 0.0011
C 0.23371 0.61130 1.54087 -0.03 -0.03 0.38 0.0071
C 0.01819 -0.71706 1.14145 -0.16 0.36 -0.23 -0.0029
C -0.21429 -1.61302 2.19511 0.09 0.16 -0.19 -0.0017
C -0.15927 -1.24175 3.53421 0.02 -0.12 0.13 -0.0010
H 0.47661 2.05202 3.11494 0.01 0.04 0.08 0.0001
H 0.38299 1.38851 0.80244 -0.12 -0.10 0.26 0.0015
H -0.44896 -2.65329 2.00513 0.00 -0.08 -0.06 0.0000
H -0.31455 -1.97531 4.31531 -0.02 0.00 0.03 -0.0002
C 0.17475 -4.40077 -0.03602 -0.13 0.37 -0.08 -0.0009
C -0.52058 -4.51454 -1.39657 0.22 0.30 -0.02 -0.0027
C -0.46350 -5.96973 -1.85475 -0.11 0.14 -0.05 -0.0006
P 0.13476 -3.09781 -2.45078 -0.31 -0.06 -0.64 0.0053
C -0.95383 -3.00976 -3.99095 -0.07 0.08 0.25 0.0007
C -1.89984 -1.82054 -3.83921 0.12 0.04 -0.11 -0.0003
C -1.76451 -4.24604 -4.37314 0.22 0.08 -0.11 0.0003
C 1.74417 -3.65907 -3.23216 -0.10 0.07 0.20 0.0039
C 2.79781 -3.94732 -2.16290 -0.07 0.20 -0.03 -0.0001
C 1.69323 -4.79363 -4.25460 -0.02 0.20 0.05 0.0011
H -0.39188 -4.92452 0.73354 -0.05 -0.01 0.08 0.0000
H 0.26004 -3.34427 0.23684 0.04 -0.20 0.19 -0.0006
H 1.17485 -4.82857 -0.06719 0.07 -0.01 0.00 0.0000
H -1.57038 -4.22353 -1.25443 0.05 0.02 -0.03 -0.0002
H 0.56558 -6.32168 -1.90490 0.06 -0.03 -0.01 0.0000
H -0.94313 -6.13903 -2.81300 0.02 -0.07 -0.05 0.0000
H -0.97988 -6.58133 -1.11146 0.00 -0.07 0.03 -0.0002
H -0.25058 -2.78156 -4.80212 -0.01 -0.03 0.07 0.0000
H -2.58728 -1.98634 -3.01158 -0.01 0.09 0.04 -0.0001
H -2.48132 -1.66981 -4.75090 -0.05 -0.06 -0.09 0.0000
H -1.34177 -0.90786 -3.63219 -0.11 0.00 0.09 0.0001
H -2.46570 -4.51198 -3.58299 -0.03 -0.05 0.06 0.0000
H -1.13562 -5.10513 -4.59651 -0.02 -0.08 0.01 0.0000
H -2.34842 -4.02237 -5.26830 -0.07 -0.01 -0.03 0.0001
H 2.05416 -2.74313 -3.75477 -0.05 -0.05 0.06 0.0004
H 2.65819 -4.93628 -1.72591 -0.03 -0.05 0.03 0.0000
H 2.74355 -3.19768 -1.37404 0.13 0.02 0.10 -0.0001
H 3.79662 -3.91518 -2.60250 0.05 -0.02 0.02 0.0000
H 1.37900 -5.72882 -3.79802 -0.02 -0.07 -0.01 0.0000
H 2.69392 -4.94399 -4.66536 0.04 -0.03 -0.05 0.0003
H 1.02351 -4.56854 -5.08210 -0.03 -0.04 -0.07 0.0001
```
Positions in Å, forces in eV/Å.